Below is a molecular structure, C24H32Cl2IrO2, with properties calculated with wB97M-V/def2-TZVPD.

Geometry as XYZ:
```
61
Properties=species:S:1:pos:R:3:forces:R:3
Ir 1.1881 0.1175 0.0464 -0.1140 -0.0208 0.0648
C 0.3058 -0.7805 1.8753 -0.1735 -0.0601 0.0029
C -0.3443 0.5314 1.8745 1.8816 -1.2860 1.4172
C -1.2114 0.5329 0.7807 -1.7213 1.0989 -2.4790
C -1.2429 -0.7787 0.1922 0.1090 -1.1783 -0.2117
C -0.2830 -1.6015 0.8641 -0.6808 -0.2992 -0.1881
C 0.0316 -3.0782 0.6692 0.1508 0.4033 1.1547
C -0.6120 -3.6231 -0.5848 -0.4604 0.3131 -0.4549
C -0.4915 -3.8840 1.9113 0.6590 0.8540 0.1513
C 1.5750 -3.1634 0.6601 -0.8983 -1.1800 -0.8247
C -1.8789 1.7147 -0.0198 0.2379 -0.8446 0.7659
C -0.7435 2.4586 -0.7913 -1.1479 0.1617 1.7197
C -2.6836 2.7057 0.8365 -0.1270 0.8495 -0.3828
C -2.8562 1.0776 -1.0012 -1.7289 1.2977 1.0449
C -0.0802 1.4638 3.0242 1.3852 0.5664 -0.5366
C -1.3827 1.7890 3.6758 -1.2388 0.5804 1.0160
C 0.7397 2.7052 2.6151 -0.8959 -0.2163 1.1018
C 0.7602 0.8176 4.1374 -0.0630 -0.0551 0.6679
H 0.9410 -1.1969 2.6534 -0.0917 0.3695 -0.1976
H -1.8555 -1.1550 -0.6628 0.7498 0.6983 0.9758
H -1.7000 -3.4998 -0.6074 -0.0160 -0.2568 0.5357
H -0.3898 -4.6833 -0.6776 0.0502 0.0189 -0.2431
H -0.3363 -3.0666 -1.4799 0.6179 -0.1562 -0.1483
H -1.5395 -3.6611 2.0836 -0.1659 0.0432 0.1451
H 0.1069 -3.6299 2.8423 -0.7496 -0.5044 -1.0907
H -0.4327 -4.9424 1.6531 0.2331 0.0204 0.3223
H 1.9295 -2.5124 -0.1270 0.6116 0.4781 -0.2029
H 1.9108 -4.1677 0.3911 -0.1425 -0.0332 -0.0927
H 1.9976 -2.9892 1.6256 0.3405 0.5725 0.5262
H 0.0543 2.7150 -0.0847 0.0954 0.2335 -0.3520
H -1.2001 3.3440 -1.1915 0.0419 0.8403 -0.0227
H -0.4043 1.9468 -1.6469 0.5739 -1.0635 -0.8890
H -2.0796 3.3769 1.4518 0.0709 -0.0657 -0.2248
H -3.4638 2.3125 1.4835 0.1490 -0.6405 -0.0401
H -3.2577 3.3188 0.1270 0.3660 0.1231 0.1585
H -2.3576 0.5472 -1.7499 0.6484 -0.7690 -1.4147
H -3.5504 1.8427 -1.4388 0.8413 -0.6381 0.1992
H -3.4978 0.3882 -0.4406 -0.0618 0.0547 -0.2292
H -2.2531 2.1198 3.0764 0.9148 -0.3161 0.2527
H -1.1783 2.5809 4.4290 -0.3505 -0.5849 -0.2427
H -1.6351 0.8503 4.1812 -0.6124 0.4422 0.2394
H 0.1759 3.2790 1.9065 0.1201 0.5839 -0.4864
H 1.7318 2.4195 2.2860 0.1992 0.1211 -0.3047
H 0.8265 3.2696 3.5613 0.1908 0.1145 -0.6754
H 0.2064 -0.0212 4.5735 0.2392 0.0120 0.0497
H 0.9184 1.5682 4.9609 -0.1246 -0.7477 -0.8733
H 1.7353 0.4561 3.8015 0.0144 0.1885 0.0454
Cl 3.3067 -0.0630 -7.1697 -0.3543 0.0984 0.4603
C 2.4206 -0.0774 -5.6944 0.9131 -0.7165 -2.1051
C 1.2534 -0.8533 -5.6526 -0.3443 0.4769 0.7625
C 0.5881 -0.9328 -4.4517 -0.5784 -0.7952 -0.7011
Cl -0.7005 -2.0380 -4.3693 -0.2289 0.2152 0.3325
C 1.0053 -0.2446 -3.2441 2.7560 0.6530 -1.7090
O 0.4631 -0.3819 -2.1705 -1.2973 -0.3876 1.9308
C 2.2707 0.5225 -3.3902 0.6591 0.0558 -0.6250
C 2.9127 1.1646 -2.2584 0.8853 0.3091 -0.4451
O 2.7198 1.0413 -1.0421 -0.5844 -0.1090 -0.0678
C 3.0087 0.5625 -4.6021 -1.7770 0.0622 2.1533
H 0.8263 -1.4032 -6.5002 0.6063 0.3644 0.2084
H 3.7508 1.8437 -2.5271 -0.3216 -0.3448 0.1184
H 3.9809 1.0451 -4.6741 -0.2605 -0.0051 -0.0623
```
Positions in Å, forces in eV/Å.

- Net charge: +2
- ΔE to the lowest compared entry with this formula, charge and spin: 2.24 kcal/mol
- ⟨S²⟩: 8.792
- HOMO level (spin up / spin down): -14.47 / -16.23 eV
- 2S+1: 6

Here are the natural (NBO) charges for atoms 1 to 5, given in e:
1 Ir 1.302
2 C -0.338
3 C -0.015
4 C 0.140
5 C -0.226

***

Below is a molecular structure, C24H32Cl4N2O5P2Ru, with properties calculated with wB97M-V/def2-TZVPD.

Geometry as XYZ:
```
70
Properties=species:S:1:pos:R:3:forces:R:3
Ru 0.0944 -0.7363 0.2987 -0.2444 -0.0680 -0.2639
C -2.7722 4.5154 -1.9104 -0.0054 0.0041 -0.0006
N -1.7863 4.1332 -0.9088 0.0388 -0.0146 -0.0289
C -0.6092 4.9781 -0.7642 -0.0101 0.0107 0.0110
C -1.8884 2.9267 -0.3181 -0.0449 -0.0838 0.0302
O -2.8032 2.1406 -0.5221 0.0147 0.0524 0.1889
C -0.7746 2.5595 0.6721 -0.0375 0.0100 -0.0062
O -0.8689 1.2039 1.0578 0.1972 0.0255 0.0506
C -1.9337 0.8860 1.9424 0.0374 0.0764 -0.0896
C -2.5286 -0.4325 1.4974 -0.0456 -0.0615 -0.0813
O -1.9500 -1.1103 0.6244 -0.0175 -0.0497 0.0686
N -3.6710 -0.8398 2.0344 -0.0245 0.0085 -0.0208
C -4.2788 -2.0917 1.5993 0.0047 -0.0106 0.0046
C -4.3748 -0.1348 3.0948 -0.0105 0.0053 -0.0090
H -3.0158 5.5700 -1.7919 -0.0041 -0.0009 0.0010
H -3.6666 3.9170 -1.7727 0.0022 -0.0033 -0.0038
H -2.3892 4.3526 -2.9207 0.0044 0.0062 -0.0004
H -0.8605 5.9783 -1.1077 -0.0012 0.0039 0.0100
H 0.2341 4.6178 -1.3597 -0.0052 0.0060 -0.0064
H -0.3008 5.0602 0.2769 0.0077 -0.0088 -0.0016
H -0.8222 3.2120 1.5514 0.0180 -0.0217 -0.0165
H 0.2110 2.6776 0.2252 0.0139 -0.0051 -0.0307
H -2.7080 1.6460 1.8787 0.0024 0.1000 0.0308
H -1.5504 0.8097 2.9643 0.0167 -0.0292 -0.0170
H -3.8659 -2.3866 0.6406 0.0039 -0.0017 0.0013
H -5.3533 -1.9430 1.5015 0.0003 0.0026 -0.0012
H -4.0975 -2.8781 2.3343 0.0012 0.0023 -0.0007
H -3.8189 0.7302 3.4389 0.0071 -0.0037 0.0147
H -4.5155 -0.8060 3.9425 -0.0036 -0.0007 -0.0035
H -5.3527 0.1927 2.7403 0.0010 0.0060 0.0009
C 1.9897 -3.5623 -0.6416 -0.0009 -0.0076 -0.0017
P 0.3593 -2.9008 -0.1851 0.0428 0.1895 0.1217
C -0.1742 -3.9948 1.1591 -0.0017 -0.0030 -0.0107
C -0.7033 -3.2638 -1.6159 -0.0169 0.0139 0.0042
C -1.2346 -4.5138 -1.9081 0.0089 -0.0210 -0.0222
C -2.0557 -4.6744 -3.0154 0.0115 -0.0142 0.0139
C -2.3398 -3.5900 -3.8330 -0.0011 0.0205 -0.0080
C -1.7995 -2.3421 -3.5536 0.0294 -0.0128 -0.0300
C -0.9794 -2.1714 -2.4451 0.0216 -0.0266 0.0309
P -0.2023 -0.5969 -1.9370 0.0428 0.0283 0.0417
C -1.2170 0.6944 -2.7163 -0.0382 -0.0829 -0.0019
C 1.3441 -0.5064 -2.9098 -0.0140 0.0424 0.0077
H 1.9329 -4.6465 -0.7475 0.0172 0.0026 -0.0161
H 2.7262 -3.3150 0.1241 -0.0160 -0.0013 0.0164
H 2.3160 -3.1318 -1.5877 0.0003 0.0211 0.0245
H -0.1666 -5.0432 0.8614 -0.0035 -0.0012 -0.0027
H -1.1738 -3.7062 1.4807 -0.0126 -0.0001 -0.0062
H 0.5102 -3.8647 1.9992 -0.0122 0.0177 -0.0002
H -1.0218 -5.3658 -1.2740 -0.0021 0.0006 0.0035
H -2.4781 -5.6452 -3.2376 -0.0012 -0.0002 0.0013
H -2.9872 -3.7161 -4.6907 0.0017 0.0006 -0.0016
H -2.0306 -1.5060 -4.2011 -0.0039 0.0015 -0.0016
H -2.2334 0.6765 -2.3230 0.0775 0.0048 -0.0179
H -1.2249 0.5837 -3.8009 0.0022 -0.0044 -0.0193
H -0.7736 1.6628 -2.4767 -0.0121 -0.0154 -0.0197
H 1.2579 -1.0534 -3.8484 -0.0164 0.0177 -0.0091
H 2.1746 -0.8956 -2.3223 -0.0144 -0.0279 -0.0144
H 1.5585 0.5398 -3.1334 0.0200 -0.0007 0.0251
Cl 4.3402 -1.8477 5.5035 0.0092 0.0037 -0.0024
C 3.6782 -1.4173 3.9871 -0.0739 -0.0129 0.0246
C 4.5595 -1.1450 2.8910 0.0191 0.0312 -0.0515
Cl 6.2503 -1.2503 3.1302 -0.0117 -0.0059 0.0018
C 4.0562 -0.8070 1.6621 0.0121 -0.0137 0.0209
Cl 5.0681 -0.4878 0.3145 -0.0009 0.0002 -0.0078
C 2.6503 -0.7314 1.4573 0.0856 0.0532 -0.0275
O 2.1434 -0.4314 0.3236 -0.1406 -0.0058 -0.0169
C 1.7578 -0.9967 2.5677 0.0118 0.1070 0.0713
O 0.5018 -0.8920 2.3726 0.0139 -0.2750 -0.0064
C 2.3176 -1.3415 3.8264 0.0517 0.0097 0.0638
Cl 1.2264 -1.6649 5.1125 -0.0016 0.0099 -0.0081
```
Positions in Å, forces in eV/Å.

- Net charge: +1
- ΔE to the lowest compared entry with this formula, charge and spin: 0.00 kcal/mol
- ⟨S²⟩: 0.769
- HOMO level (spin up / spin down): -10.14 / -10.62 eV
- 2S+1: 2

Here are the natural (NBO) charges for atoms 1 to 5, given in e:
1 Ru 0.252
2 C -0.417
3 N -0.420
4 C -0.418
5 C 0.652

***

Below is a molecular structure, C24H32Cl5O3SSeSiY, with properties calculated with wB97M-V/def2-TZVPD.

Geometry as XYZ:
```
68
Properties=species:S:1:pos:R:3:forces:R:3
Y 1.6277 -0.2237 0.8503 0.0321 0.1158 -0.0064
Cl 2.0652 1.0477 3.6740 0.0092 -0.0833 -0.1020
C 2.3848 2.3912 2.5900 0.0123 -0.0075 -0.0126
C 2.2175 2.1384 1.2381 0.0182 0.1014 -0.0615
C 2.4637 3.2284 0.4142 0.0357 0.0109 0.0597
Cl 2.2618 3.0331 -1.3110 0.0379 0.0045 0.0162
C 2.8551 4.4805 0.8847 -0.0033 -0.0085 -0.0107
Cl 3.1556 5.7867 -0.1962 -0.0094 0.0032 0.0066
C 3.0055 4.6716 2.2586 0.0065 -0.0087 -0.0039
Cl 3.4886 6.2017 2.8736 -0.0072 0.0019 0.0000
C 2.7653 3.6133 3.1320 -0.0045 -0.0109 -0.0018
Cl 2.9361 3.8242 4.8294 -0.0021 -0.0048 0.0022
Se 3.7805 -1.7306 1.4396 0.1436 -0.0238 0.0091
C 3.9869 -1.2854 -0.4219 0.0234 -0.0334 0.0786
C 3.8648 -2.2832 -1.3989 -0.0028 0.0069 -0.0387
C 4.0529 -1.9869 -2.7369 -0.0644 -0.0057 0.0320
C 4.3320 -0.6827 -3.1364 0.0118 0.0642 0.0120
C 4.4373 0.3162 -2.1847 0.0481 0.0231 -0.0791
C 4.2769 0.0192 -0.8335 -0.0204 -0.0639 0.0266
H 3.6437 -3.2946 -1.0845 -0.0129 -0.0201 -0.0100
H 3.9729 -2.7754 -3.4747 0.0011 0.0010 -0.0111
H 4.4684 -0.4499 -4.1844 0.0106 -0.0125 -0.0020
H 4.6579 1.3323 -2.4847 -0.0051 0.0082 0.0161
H 4.4210 0.7896 -0.0861 0.0113 0.0666 0.0145
C -1.3159 3.0310 0.3333 -0.0159 -0.0394 -0.0045
C -1.7737 1.8135 1.1215 -0.0160 0.0392 0.0504
C -1.4562 1.9681 2.6009 -0.0064 0.0050 -0.0139
C -3.2628 1.5758 0.9104 0.0068 -0.0109 0.0168
O -1.0157 0.6950 0.5860 -0.0845 0.0159 -0.1231
Si -1.1789 -0.9542 0.7312 0.1768 -0.0104 -0.0367
S -0.1086 -1.5897 2.3634 -0.2162 -0.0137 0.0240
O -2.6921 -1.4222 0.4404 -0.0736 -0.0466 -0.0060
C -3.3799 -2.6609 0.7511 -0.0154 -0.0129 -0.0117
C -3.7490 -2.6585 2.2288 0.0226 0.0437 -0.0508
C -4.6279 -2.6524 -0.1166 0.0003 -0.0020 0.0000
C -2.4830 -3.8415 0.4077 0.0063 -0.0238 0.0266
O -0.0805 -1.3126 -0.5276 -0.0844 -0.0117 0.1771
C -0.1706 -1.0449 -1.9626 0.0533 -0.0149 0.0556
C 0.8214 0.0748 -2.2243 0.0679 -0.1507 -0.0328
C 0.2304 -2.3374 -2.6546 -0.0055 0.0351 0.0007
C -1.5698 -0.6285 -2.3865 0.0014 0.0302 0.0197
H -1.8226 3.9277 0.6928 -0.0011 -0.0096 0.0055
H -1.5441 2.9060 -0.7270 0.0082 0.0028 0.0004
H -0.2418 3.1715 0.4467 0.0233 0.0082 -0.0011
H -2.0368 2.7917 3.0200 0.0049 -0.0021 0.0024
H -0.3981 2.1863 2.7459 0.0099 -0.0020 -0.0013
H -1.6949 1.0551 3.1481 -0.0021 0.0056 0.0039
H -3.8143 2.4747 1.1889 0.0063 0.0010 0.0081
H -3.6226 0.7472 1.5199 -0.0031 -0.0017 -0.0057
H -3.4748 1.3497 -0.1351 -0.0012 -0.0059 -0.0173
H -4.3597 -1.7846 2.4606 -0.0044 0.0017 0.0026
H -2.8537 -2.6352 2.8489 0.0286 -0.0020 0.0186
H -4.3211 -3.5543 2.4751 0.0068 0.0007 -0.0103
H -5.2313 -1.7709 0.1018 -0.0054 0.0019 -0.0002
H -5.2271 -3.5429 0.0768 -0.0051 -0.0021 -0.0041
H -4.3611 -2.6368 -1.1743 0.0081 0.0004 0.0035
H -1.5698 -3.8222 1.0061 -0.0166 -0.0133 -0.0156
H -2.2129 -3.8241 -0.6497 0.0011 0.0189 -0.0126
H -3.0054 -4.7772 0.6110 0.0001 -0.0044 -0.0029
H 1.8385 -0.2194 -1.9248 -0.0860 -0.0196 -0.0445
H 0.5247 0.9826 -1.6956 -0.0645 0.0067 -0.0300
H 0.8838 0.3032 -3.2888 0.0141 0.0805 0.0123
H 1.2185 -2.6571 -2.3285 0.0332 0.0087 0.0196
H 0.2490 -2.1952 -3.7366 -0.0038 -0.0070 0.0032
H -0.4852 -3.1251 -2.4175 -0.0072 -0.0034 -0.0059
H -1.8924 0.2738 -1.8680 0.0075 0.0241 0.0218
H -2.2920 -1.4187 -2.1918 -0.0306 -0.0354 0.0121
H -1.5618 -0.4226 -3.4583 -0.0077 -0.0098 0.0121
```
Positions in Å, forces in eV/Å.

- Net charge: 0
- ΔE to the lowest compared entry with this formula, charge and spin: 10.97 kcal/mol
- HOMO level: -8.14 eV

Here are the natural (NBO) charges for atoms 1 to 5, given in e:
1 Y 1.523
2 Cl 0.093
3 C -0.050
4 C -0.589
5 C 0.049